No. 1
# C26H33Cl2CoN2O4SSi

C26H33Cl2CoN2O4SSi as an isolated structure (wB97M-V/def2-TZVPD, the OMol25 dataset).

Element x y z (Å)
Co 0.19883 0.20786 0.81286
O 1.02509 -2.60140 -0.06145
S 1.49029 -1.81940 -1.18069
O 1.20463 -2.28861 -2.51781
N 1.01761 -0.31449 -0.93446
C 1.40442 0.69773 -1.79297
C 2.02569 0.57398 -3.02015
C 2.36902 1.71854 -3.76882
C 2.10478 2.98313 -3.33054
C 1.47571 3.15908 -2.07721
C 1.15576 4.41749 -1.52168
C 0.55656 4.48991 -0.29857
C 0.27222 3.30226 0.39739
N 0.55416 2.11850 -0.08821
C 1.13861 2.02432 -1.31161
C 3.26989 -1.77836 -1.07943
C 3.98605 -2.68133 -1.85234
C 5.37037 -2.70690 -1.76106
C 6.02719 -1.83061 -0.90999
C 5.30366 -0.92683 -0.14327
C 3.91818 -0.89437 -0.22129
H 2.22225 -0.41258 -3.41505
H 2.85008 1.58136 -4.73004
H 2.36742 3.84956 -3.92512
H 1.39221 5.31874 -2.07627
H 0.30486 5.44338 0.14705
H -0.19281 3.32320 1.37707
H 3.45333 -3.34299 -2.52008
H 5.93644 -3.40874 -2.36087
H 7.10848 -1.85245 -0.84608
H 5.80977 -0.24284 0.52620
H 3.35585 -0.19882 0.39270
C -2.92120 1.02241 1.93349
Si -2.05418 -0.28085 0.86354
C -2.93630 -0.10143 -0.88087
C -4.43193 -0.43164 -0.81066
C -2.79469 1.35692 -1.32415
C -2.28905 -0.97768 -1.96011
C -2.45028 -1.98409 1.70061
C -3.83143 -1.98282 2.36477
C -2.36964 -3.15758 0.71539
C -1.39017 -2.21939 2.78566
H -4.00874 0.92709 1.91998
H -2.65957 2.03010 1.60097
H -2.57711 0.92748 2.96588
H -4.94693 0.20091 -0.08319
H -4.61231 -1.47101 -0.53817
H -4.90455 -0.26150 -1.78820
H -3.22248 2.05073 -0.59651
H -3.31689 1.50765 -2.27841
H -1.74480 1.62277 -1.47303
H -2.46010 -2.04044 -1.78513
H -1.21388 -0.81824 -2.00885
H -2.71155 -0.73392 -2.94488
H -4.63344 -1.78978 1.65032
H -3.89429 -1.23036 3.15247
H -4.02200 -2.96239 2.82365
H -3.17527 -3.14378 -0.01789
H -2.44733 -4.10509 1.26638
H -1.41502 -3.15812 0.18718
H -1.33576 -1.38335 3.48813
H -0.40213 -2.34615 2.33812
H -1.63438 -3.12784 3.35175
Cl 0.58649 0.72024 5.73588
C 1.32398 1.69641 4.44643
Cl 0.58357 3.32313 4.38000
C 1.19910 1.01885 3.07011
O 2.24075 0.86195 2.43768
O 0.02607 0.69776 2.71547
H 2.37084 1.83474 4.68798

Summary:
HOMO energy (spin up / spin down) in hartree: -0.1730 / -0.1657
E_LUMO (spin up / spin down) in eV: 2.438 / 2.498
Largest force on an atom in eV/A: 0.72
2S+1: 2
Net charge: -1

How is the electron density shared among the atoms? According to natural (NBO), the charges in e are:
1. Co 0.85
2. O -0.95
3. S 2.34
4. O -0.98
5. N -1.00
6. C 0.17
7. C -0.28
8. C -0.18
9. C -0.24
10. C -0.10
11. C -0.14
12. C -0.26
13. C 0.06
14. N -0.49
15. C 0.20
16. C -0.34
17. C -0.13
18. C -0.24
19. C -0.22
20. C -0.20
21. C -0.19
22. H 0.24
23. H 0.21
24. H 0.20
25. H 0.21
26. H 0.21
27. H 0.21
28. H 0.23
29. H 0.21
30. H 0.20
31. H 0.21
32. H 0.26
33. C -1.19
34. Si 1.33
35. C -0.51
36. C -0.61
37. C -0.61
38. C -0.61
39. C -0.52
40. C -0.61
41. C -0.61
42. C -0.61
43. H 0.21
44. H 0.22
45. H 0.24
46. H 0.20
47. H 0.20
48. H 0.19
49. H 0.20
50. H 0.19
51. H 0.21
52. H 0.21
53. H 0.23
54. H 0.18
55. H 0.20
56. H 0.20
57. H 0.19
58. H 0.19
59. H 0.18
60. H 0.24
61. H 0.22
62. H 0.23
63. H 0.18
64. Cl -0.02
65. C -0.28
66. Cl -0.04
67. C 0.74
68. O -0.69
69. O -0.74
70. H 0.23


No. 2
# C26H33Cl2NOPt

C26H33Cl2NOPt as an isolated structure (wB97M-V/def2-TZVPD, the OMol25 dataset).

Element x y z (Å)
Pt -0.40074 -0.10234 0.22102
C -2.51785 -0.21597 0.69398
C -1.84232 -1.19598 1.50506
C -1.19205 -0.44109 2.55591
C -1.56741 0.94473 2.37918
C -2.36155 1.09765 1.26734
C -3.07198 2.34344 0.80311
C -4.55354 2.20466 1.19236
C -2.94728 2.47518 -0.72089
C -2.48655 3.58672 1.47261
C -0.36594 -0.81928 3.77671
C 0.49077 -2.07596 3.61069
C 0.61259 0.32497 4.11082
C -1.34224 -0.99194 4.95178
C -2.05851 -2.70397 1.25927
C -2.73251 -3.34439 2.48058
C -0.76675 -3.46029 0.89046
C -3.01566 -2.90370 0.07308
H -3.23221 -0.43429 -0.08204
H -1.27473 1.75526 3.02463
H -4.99986 1.32773 0.71934
H -5.11559 3.08906 0.88401
H -4.64851 2.08995 2.27326
H -3.49637 1.67999 -1.23033
H -1.89836 2.41575 -1.01931
H -3.34938 3.43215 -1.05874
H -2.64172 3.55603 2.55234
H -2.97218 4.48506 1.08812
H -1.41552 3.66219 1.27566
H 1.12135 -1.98641 2.72495
H -0.10577 -2.98129 3.54296
H 1.14123 -2.18498 4.47983
H 1.18709 0.60730 3.22662
H 1.30979 -0.00722 4.88063
H 0.10261 1.20727 4.49672
H -2.03710 -1.81324 4.77473
H -1.92462 -0.08058 5.10181
H -0.78672 -1.19998 5.86806
H -2.07384 -3.37867 3.34513
H -3.03106 -4.36830 2.24702
H -3.62719 -2.78076 2.75426
H -0.11801 -3.62052 1.74500
H -0.20984 -2.89801 0.14140
H -1.01209 -4.43975 0.47104
H -3.99004 -2.44959 0.26228
H -3.17066 -3.97145 -0.08342
H -2.59249 -2.48712 -0.84378
Cl 4.64111 -0.02426 -0.16817
C 3.49471 0.00917 -1.45938
C 3.95186 0.02015 -2.77800
C 3.07257 0.05134 -3.82999
Cl 3.68689 0.08545 -5.45418
C 1.68269 0.05558 -3.60118
C 0.69440 0.08802 -4.60762
C -0.62990 0.08225 -4.26184
C -0.98487 0.02569 -2.90697
N -0.08598 -0.00577 -1.95099
C 1.23479 0.02534 -2.25727
C 2.13388 0.03070 -1.14480
O 1.68024 0.06639 0.05728
H 5.01708 0.00652 -2.96246
H 1.00211 0.11723 -5.64372
H -1.40672 0.11540 -5.01210
H -2.02207 0.00146 -2.59798

Summary:
ΔE to the lowest compared entry with this formula, charge and spin in kcal/mol: 0.0
HOMO energy in hartree: -0.2571
E_LUMO in eV: -0.253
Largest force on an atom in eV/A: 1.94

How is the electron density shared among the atoms? According to natural (NBO), the charges in e are:
1. Pt 0.85
2. C -0.33
3. C -0.19
4. C 0.11
5. C -0.33
6. C -0.03
7. C -0.08
8. C -0.59
9. C -0.60
10. C -0.60
11. C -0.13
12. C -0.60
13. C -0.60
14. C -0.60
15. C -0.06
16. C -0.60
17. C -0.61
18. C -0.59
19. H 0.23
20. H 0.23
21. H 0.20
22. H 0.21
23. H 0.21
24. H 0.20
25. H 0.22
26. H 0.21
27. H 0.21
28. H 0.21
29. H 0.22
30. H 0.23
31. H 0.20
32. H 0.21
33. H 0.23
34. H 0.21
35. H 0.20
36. H 0.21
37. H 0.21
38. H 0.21
39. H 0.20
40. H 0.21
41. H 0.21
42. H 0.21
43. H 0.22
44. H 0.20
45. H 0.20
46. H 0.21
47. H 0.21
48. Cl 0.02
49. C -0.13
50. C -0.20
51. C -0.07
52. Cl -0.01
53. C -0.12
54. C -0.12
55. C -0.26
56. C 0.06
57. N -0.44
58. C 0.16
59. C 0.33
60. O -0.71
61. H 0.24
62. H 0.24
63. H 0.23
64. H 0.21


No. 3
# C26H33EuN3O5

C26H33EuN3O5 as an isolated structure (wB97M-V/def2-TZVPD, the OMol25 dataset).

Element x y z (Å)
Eu 0.73950 -0.23338 1.04776
O -1.16361 -1.84236 0.90283
C -2.29036 -1.57636 1.77738
C -1.75008 -1.17496 3.12346
N -0.85043 -0.00105 3.08238
C -1.53919 1.28067 2.82472
C -1.86677 1.43628 1.34078
O -2.94441 1.80405 0.96420
O -0.83947 1.08228 0.56334
C 0.17684 -0.03871 4.16998
C 1.34942 -0.49644 3.32583
O 2.02518 0.42149 2.74660
O 1.29584 -1.64411 2.81792
H -1.47137 -2.27322 0.09952
H -2.87371 -2.48959 1.88711
H -2.92392 -0.81070 1.33177
H -1.18387 -2.00881 3.53047
H -2.60264 -0.97380 3.78106
H -0.86006 2.09205 3.09116
H -2.45822 1.38593 3.40317
H -0.08448 -0.73379 4.96368
H 0.34899 0.95427 4.57070
C 3.68189 3.06227 1.72580
C 2.64179 3.52972 0.73899
C 2.25127 4.86860 0.72274
C 1.35118 5.33986 -0.21564
C 0.82653 4.47766 -1.16950
C 1.17189 3.13386 -1.18113
C 0.60661 2.19934 -2.21633
C 2.07279 2.68968 -0.21329
N 2.32940 1.26194 -0.18857
C 3.42538 0.76647 -0.59004
C 4.60126 1.53706 -1.09698
C 3.47740 -0.77284 -0.64109
C 4.72778 -1.45058 -1.09550
N 2.38605 -1.35783 -0.36329
C 2.17559 -2.77902 -0.44122
C 1.20229 -3.18566 -1.35942
C 0.53831 -2.20795 -2.29444
C 0.89083 -4.53572 -1.41666
C 1.51544 -5.44460 -0.57108
C 2.46075 -5.00788 0.33778
C 2.81235 -3.66090 0.42660
C 3.84421 -3.22363 1.43543
H 4.68588 3.12461 1.29581
H 3.52620 2.04085 2.06240
H 3.68112 3.70167 2.60795
H 2.67425 5.54173 1.45945
H 1.05908 6.38214 -0.20911
H 0.13025 4.84442 -1.91427
H -0.02020 2.74414 -2.92036
H -0.01955 1.42594 -1.76804
H 1.39691 1.70710 -2.78952
H 4.39590 2.60330 -1.09264
H 4.85373 1.22525 -2.11223
H 5.47784 1.33544 -0.47533
H 5.13588 -0.95433 -1.97551
H 4.55034 -2.50028 -1.31470
H 5.48411 -1.38056 -0.30772
H 1.24616 -1.77501 -3.00442
H 0.07391 -1.35240 -1.79312
H -0.24731 -2.69698 -2.86842
H 0.15395 -4.87853 -2.13376
H 1.25728 -6.49464 -0.62116
H 2.94073 -5.71681 1.00246
H 4.85549 -3.44742 1.08598
H 3.69922 -3.75702 2.37361
H 3.79259 -2.16075 1.66416

Summary:
ΔE to the lowest compared entry with this formula, charge and spin in kcal/mol: 0.0
HOMO energy (spin up / spin down) in hartree: -0.4221 / -0.4222
E_LUMO (spin up / spin down) in eV: -3.561 / -3.551
Largest force on an atom in eV/A: 2.43
2S+1: 7
Net charge: +1

How is the electron density shared among the atoms? According to Mulliken, the charges in e are:
1. Eu 0.64
2. O -0.27
3. C -0.72
4. C -0.93
5. N 0.41
6. C -0.57
7. C 0.43
8. O -0.63
9. O -0.58
10. C -1.16
11. C 1.16
12. O -0.51
13. O -0.43
14. H 0.24
15. H 0.52
16. H 0.41
17. H 0.43
18. H 0.43
19. H 0.39
20. H 0.27
21. H 0.39
22. H 0.41
23. C -1.38
24. C 1.73
25. C -1.02
26. C -0.97
27. C -1.24
28. C 0.86
29. C -1.05
30. C -0.67
31. N 0.70
32. C 1.19
33. C -2.11
34. C 0.90
35. C -2.11
36. N 0.38
37. C -0.14
38. C 0.69
39. C -0.90
40. C -1.22
41. C -1.00
42. C -0.96
43. C 1.67
44. C -1.79
45. H 0.30
46. H 0.15
47. H 0.46
48. H 0.46
49. H 0.44
50. H 0.44
51. H 0.49
52. H 0.13
53. H 0.27
54. H 0.42
55. H 0.51
56. H 0.36
57. H 0.59
58. H 0.39
59. H 0.32
60. H 0.32
61. H 0.08
62. H 0.46
63. H 0.45
64. H 0.44
65. H 0.52
66. H 0.40
67. H 0.54
68. H 0.15